[1]
151
Properties=species:S:1:pos:R:3:forces:R:3 method="wB97M-V/def2-TZVPD" homo_ev="1.457 / 1.457" e_lumo_ev="5.5 / 5.5" total_charge=-5 multiplicity=2 s2=0.769
S -3.691 6.024 -3.842 -9.3 7.1 -3.8
S 3.188 -1.118 -3.210 0.8 4.8 5.1
S -0.430 -4.422 -2.898 -2.3 -0.4 -10.5
S -2.191 -0.354 4.785 8.3 6.3 -5.3
S 6.054 4.216 2.027 -4.3 -3.2 -5.1
S 4.227 -1.836 1.871 1.5 6.5 -9.3
S -1.324 4.102 4.173 7.0 -4.3 6.5
S 3.702 -2.911 -4.793 0.6 -5.1 -3.8
S 7.044 4.974 3.992 -1.0 5.9 9.2
S -3.364 -1.462 6.386 -2.0 -1.3 3.0
S 2.488 6.357 2.875 2.3 -7.7 3.5
S 2.653 8.734 2.946 -1.9 2.2 -1.8
S -2.625 4.305 2.325 -1.9 4.0 -5.0
S 0.584 -4.990 -0.827 4.0 -1.6 5.1
S 3.432 -3.310 3.442 0.2 -3.2 2.6
S -2.016 5.100 -2.723 6.6 -1.0 4.3
F 1.455 5.139 2.922 -0.4 0.3 -0.5
F 6.408 2.843 1.229 0.6 0.5 -0.1
F -1.187 -3.089 -3.506 -1.0 0.4 0.0
F -4.462 -2.564 6.383 -1.8 -1.0 -0.3
F 1.575 9.937 2.859 -0.5 0.0 0.5
F 3.479 -3.553 4.997 0.2 1.1 1.2
F -4.182 6.146 -5.392 -1.0 -0.2 -1.2
F -0.066 4.709 5.002 -0.7 0.2 -0.2
F 3.120 0.523 -3.274 0.7 -1.1 -1.2
F 4.910 -3.246 -5.917 -0.5 0.4 0.6
F -0.873 3.958 -2.877 -0.9 0.9 -0.7
F 5.454 -0.817 1.659 0.2 0.2 -0.1
F -2.000 -0.234 3.181 -0.1 -1.0 -0.7
F 8.491 5.396 4.583 1.1 -0.5 0.0
F 1.772 -4.120 -0.227 -1.2 0.3 -0.2
F -2.954 5.590 1.382 0.4 -0.1 -0.3
O -3.440 7.461 -3.679 0.0 -2.4 1.3
O -4.023 -0.273 6.908 1.0 -1.8 -0.9
O 3.280 6.012 4.090 -1.2 1.7 -2.6
O 3.254 8.925 1.632 -0.1 -0.6 1.9
O -2.269 3.959 5.255 -0.1 -0.8 -0.9
O 3.975 -4.604 3.065 -0.3 1.3 -0.7
O 6.516 6.285 3.757 -0.3 0.1 -1.0
O 6.456 4.351 5.147 0.5 -1.0 -0.6
O -0.589 2.926 3.578 -2.9 2.3 1.2
O 0.552 -4.496 -3.968 -0.2 -0.6 2.3
O -1.477 -5.438 -2.998 0.6 0.4 1.0
O -0.849 -0.794 5.189 -2.1 0.7 0.3
O 3.092 6.196 1.606 0.5 0.4 -0.8
O 3.528 3.228 -4.790 0.6 -1.6 -2.4
O -2.583 1.015 4.940 -0.6 -1.3 1.7
O -3.983 4.143 2.791 1.0 -1.3 0.8
O 4.618 -2.850 0.884 -1.5 0.5 1.9
O -1.243 6.307 -2.313 -2.6 -3.5 -1.5
O -4.929 5.458 -3.271 2.1 0.5 -0.2
O 4.801 3.708 2.635 3.3 2.1 0.0
O 3.378 9.084 4.134 -0.2 -0.6 -0.4
O 4.104 -3.762 -3.696 -1.4 0.8 -1.1
O -2.071 3.390 1.335 -0.5 0.7 1.8
O 5.935 5.184 0.940 0.9 -1.1 2.3
O 1.429 -5.969 -1.542 -3.0 1.7 0.1
O -0.105 -5.486 0.382 0.3 1.1 -2.8
O 3.961 -1.200 -1.933 -2.3 -1.2 -4.2
O -2.883 4.415 -1.776 0.4 1.2 -1.4
O 3.987 3.725 -2.799 0.1 -0.7 1.4
O 2.546 -3.228 -5.681 1.9 0.8 2.2
O 3.111 -0.909 1.505 1.5 -2.9 1.2
O 2.016 -3.092 3.227 1.6 0.5 -0.3
O 1.732 -1.311 -3.262 2.1 -1.4 -0.5
O 1.947 3.398 -3.412 -2.2 -1.2 1.1
O -2.419 -2.146 7.250 0.0 0.9 -1.1
N 1.469 7.479 3.046 1.6 4.7 0.1
N -1.587 5.285 3.288 -2.6 -0.9 -3.9
N -3.602 1.845 -3.376 0.8 -0.5 -0.3
N 4.054 -1.429 -4.635 -1.9 1.9 2.4
N 4.583 -1.997 3.320 -3.3 -4.4 3.7
N 3.156 3.361 -3.616 1.2 2.8 -0.8
N -2.787 -6.728 6.107 0.7 -0.8 2.0
N -3.144 -1.511 4.746 -3.1 -2.0 3.4
N 1.855 -0.812 -7.097 -2.7 0.2 0.7
N -3.500 -3.803 -0.264 -0.3 0.3 -1.4
N 0.957 1.401 0.023 -3.7 -5.0 2.4
N 7.467 4.213 2.834 -0.1 -2.9 -4.6
N -0.241 -3.760 -1.599 2.4 -1.4 5.1
N 0.198 -0.620 0.685 0.2 3.1 1.4
N -2.598 5.131 -4.282 4.4 -2.7 2.8
C 2.943 -1.285 -7.979 -0.3 0.8 0.5
C -3.269 -5.003 2.263 0.2 -0.1 1.0
C -4.843 2.312 -2.706 0.4 -0.4 0.2
C -3.464 -6.978 3.889 0.0 0.2 1.1
C 0.270 -0.648 -0.683 0.6 0.1 0.5
C -3.357 -5.156 -0.203 0.1 0.2 1.4
C -3.308 -7.517 5.150 -0.5 0.9 -3.1
C 2.041 0.216 -6.240 -0.9 -0.5 0.3
C -0.078 -1.744 1.567 0.2 0.2 0.3
C -3.094 -5.611 3.663 -0.4 0.5 -4.3
C 1.405 2.741 0.023 1.7 1.4 0.3
C -3.638 -3.104 -1.538 0.5 -0.6 -1.1
C 0.714 0.580 -1.072 1.0 1.1 -0.2
C -1.883 0.184 -3.573 -0.5 0.3 0.8
C -1.482 0.635 -4.848 -0.8 1.7 1.1
C -3.562 -3.018 0.815 1.2 -1.2 2.6
C 0.983 0.648 -5.384 -0.1 -0.8 -1.2
C -2.901 0.805 -2.805 0.3 0.2 -2.9
C -3.211 2.341 -4.576 0.0 -1.4 -0.7
C 0.590 -1.394 -7.163 1.8 -0.2 -0.7
C -2.191 1.756 -5.333 0.6 -0.2 1.3
C -3.405 -3.584 2.082 -0.4 -0.4 -0.4
C -2.569 -7.444 7.367 -0.9 1.2 -0.1
C -0.301 0.106 -5.580 0.7 0.1 0.5
C 2.969 2.734 0.336 -1.1 0.8 -0.9
C -0.493 -0.961 -6.457 0.8 0.2 -0.1
C 0.514 0.657 1.128 1.4 -0.5 -2.9
C -3.243 -5.747 1.029 -0.1 0.0 0.8
C -2.422 -5.423 5.927 0.0 0.6 -1.1
C -2.519 -4.850 4.684 -0.7 -0.1 1.9
H -3.310 0.397 -1.892 0.4 0.3 0.2
H 0.548 -2.219 -7.859 -0.1 -0.1 0.1
H 2.938 -0.654 -8.868 0.0 -0.1 -0.1
H -3.514 -1.949 0.665 -0.4 0.0 0.0
H 0.190 -1.615 -1.158 0.0 0.4 -0.4
H 1.036 3.157 -0.914 1.0 0.1 -0.4
H -2.265 -6.732 8.135 0.7 -0.3 -0.2
H -5.449 1.419 -2.556 -0.2 0.1 -0.3
H -3.575 -7.719 7.684 0.1 -0.7 0.2
H 1.170 1.376 -4.608 0.3 0.6 0.0
H -3.249 -5.742 -1.103 0.0 0.4 -0.2
H -3.604 -8.531 5.374 0.1 0.1 0.3
H 3.194 2.373 1.339 -0.3 0.1 0.0
H -3.435 -2.956 2.961 0.1 0.3 -0.1
H 3.551 2.165 -0.388 -0.3 -0.3 -0.1
H 0.671 -2.524 1.435 -0.2 0.1 -0.3
H 3.027 0.652 -6.291 0.0 0.3 0.6
H -4.686 -2.974 -1.806 0.0 0.2 0.2
H -5.325 3.063 -3.333 0.1 0.0 0.4
H 3.849 -1.081 -7.408 0.2 -0.6 -0.2
H -1.379 -0.667 -3.138 0.1 -0.1 0.1
H 3.329 3.756 0.216 -0.1 0.0 0.3
H -2.347 -3.785 4.644 0.3 0.0 -0.4
H 1.039 0.997 -2.014 -0.2 -0.3 -0.2
H 0.031 -1.405 2.597 -0.1 0.0 -0.1
H -3.080 -2.168 -1.553 -0.2 0.0 0.4
H -1.900 2.315 -6.211 0.0 -0.3 -0.2
H -1.449 -1.453 -6.554 0.1 0.0 -0.1
H -3.147 -3.681 -2.321 -0.2 -0.2 0.1
H -3.016 -6.803 1.056 -0.1 -0.1 0.0
H 0.520 1.038 2.139 -0.1 -0.2 0.1
H -4.587 2.675 -1.711 0.1 0.5 -0.3
H -3.778 3.051 -5.160 -0.4 0.5 1.1
H -2.103 -4.839 6.778 0.1 -0.2 0.1
H 2.786 -2.333 -8.232 0.2 0.2 0.3
H -1.919 -8.295 7.166 0.1 0.1 0.6
H 0.848 3.341 0.742 0.1 -0.4 0.5
H -1.102 -2.076 1.394 0.1 -0.2 0.0
H -4.010 -7.516 3.128 0.2 -0.2 -0.1

---

[2]
24
Properties=species:S:1:pos:R:3:forces:R:3 method="wB97M-V/def2-TZVPD" homo_ev=-8.700 smiles=CN[Si](I)(I)NC(C)(C)C e_lumo_ev=-0.1 total_charge=0 e_above_lowest_ev=0.5927 multiplicity=1
I 0.509 -3.180 1.813 0.4 0.9 -0.4
I 2.585 -0.085 3.211 -0.2 -0.1 -0.5
Si 1.367 -0.891 1.211 -1.5 2.9 -1.9
N 0.083 0.654 0.767 3.0 -3.4 -0.5
N 2.323 -0.879 -0.255 -0.1 -1.9 0.0
C -1.134 0.299 -0.001 0.4 0.0 1.0
C -2.133 -0.323 1.010 1.3 -0.3 -1.6
C -1.862 1.546 -0.534 -1.3 -1.0 -0.2
C -0.725 -0.597 -1.235 -1.1 -1.8 1.4
C 2.932 0.304 -0.838 -0.2 1.7 -0.1
H -2.294 0.246 1.868 0.2 1.6 1.4
H -0.062 1.249 1.553 -0.5 0.2 0.6
H 0.050 -0.092 -1.729 1.2 0.6 -0.7
H -2.153 2.222 0.248 0.5 0.5 0.7
H -2.880 1.075 -0.714 1.1 1.1 -1.1
H 2.271 -1.654 -0.967 0.0 1.1 1.6
H -1.509 -0.809 -1.984 -0.1 0.6 0.6
H 3.752 0.068 -1.539 -0.4 -0.2 0.3
H -1.403 2.127 -1.357 -0.3 -0.7 0.3
H 2.162 0.914 -1.376 0.6 -0.4 0.2
H -3.049 -0.280 0.519 -2.0 -1.0 -0.6
H 3.375 1.016 -0.088 -0.5 -0.9 -0.4
H -1.830 -1.272 1.395 0.0 -0.9 -0.3
H -0.375 -1.658 -0.978 -0.3 1.5 0.1

---

[3]
14
Properties=species:S:1:pos:R:3:forces:R:3 method="wB97M-V/def2-TZVPD" homo_ev=-9.082 smiles="C[C@@H]1C=CCO1" e_lumo_ev=1.1 total_charge=0 e_above_lowest_ev=0.9978 multiplicity=1
O 0.190 -0.227 -1.250 0.0 0.0 -0.1
C 1.460 0.462 0.566 -0.1 -0.1 0.1
C -0.438 -0.717 -0.065 -0.1 -0.1 0.2
C 0.469 -0.271 1.052 0.1 0.1 -0.1
C 1.329 0.555 -0.928 0.2 0.2 0.0
C -1.850 -0.151 0.045 0.0 0.0 0.0
H 0.286 -0.514 2.095 0.0 0.0 -0.2
H -1.807 0.943 0.049 0.0 -0.1 0.0
H -2.454 -0.470 -0.809 0.1 0.0 0.1
H 2.207 0.156 -1.455 -0.1 0.1 0.1
H 2.251 0.945 1.128 -0.1 -0.1 -0.1
H -2.343 -0.490 0.964 0.1 0.0 -0.1
H 1.184 1.593 -1.261 0.0 -0.1 0.0
H -0.484 -1.816 -0.131 0.0 0.2 0.0

---

[4]
31
Properties=species:S:1:pos:R:3:forces:R:3 method="wB97M-V/def2-TZVPD" homo_ev=-11.764 e_lumo_ev=-5.7 total_charge=+1 e_above_lowest_ev=0.2767 multiplicity=1
O 1.338 -1.013 3.912 1.4 -0.3 -1.8
O 1.377 1.104 -2.055 -3.4 -2.6 0.1
N 0.575 -0.564 1.818 2.9 -0.9 -0.6
C -1.874 -0.687 -2.017 0.5 -0.1 0.0
C 0.004 -0.581 4.086 -1.0 0.3 0.7
C -3.210 -0.367 -2.032 -0.1 -0.3 0.0
C -2.672 1.978 -2.044 0.1 0.3 0.0
C -0.497 -0.279 2.664 -1.9 0.6 0.9
C -1.336 1.674 -2.033 0.1 0.2 0.0
C 2.712 0.656 -2.043 1.8 -0.4 0.0
C -3.615 0.961 -2.044 0.2 0.0 0.0
C -0.895 0.335 -2.019 -0.2 0.5 0.0
C 0.483 0.087 -2.016 0.9 2.4 0.0
C 2.869 -1.340 1.951 0.4 -0.2 0.4
C 1.567 -0.961 2.539 -1.8 0.6 -0.2
H 3.373 1.525 -2.044 -0.3 -0.1 0.0
H 2.899 0.068 -1.144 0.0 0.1 0.0
H -0.786 0.776 2.540 -0.1 -0.2 0.1
H 2.834 -1.235 0.869 -0.2 0.0 0.1
H -0.563 -1.382 4.579 0.1 0.2 -0.1
H -0.592 2.451 -2.034 0.1 0.2 0.0
H 3.113 -2.374 2.190 0.1 0.0 0.1
H 2.911 0.054 -2.931 0.0 0.1 0.0
H 0.849 -0.930 -1.987 0.4 -0.1 0.0
H 0.003 0.302 4.738 0.0 -0.2 -0.1
H -3.954 -1.146 -2.038 0.0 -0.1 0.0
H -4.665 1.206 -2.057 -0.2 0.0 0.0
H -1.566 -1.718 -2.011 0.1 -0.3 0.0
H -1.358 -0.903 2.383 0.0 0.2 0.2
H -2.987 3.008 -2.054 0.0 0.1 0.0
H 3.664 -0.704 2.335 0.1 0.0 0.1

---

[5]
19
Properties=species:S:1:pos:R:3:forces:R:3 method="wB97M-V/def2-TZVPD" homo_ev=-13.343 e_lumo_ev=-4.1 total_charge=+1 e_above_lowest_ev=1.5792 multiplicity=1
O 1.395 -2.275 1.676 0.0 -0.5 -0.2
O 2.397 -0.419 2.382 -0.3 0.3 0.0
N 0.181 -0.337 1.757 0.0 0.1 -0.2
N -2.622 1.449 -0.737 0.0 0.1 -0.1
C 1.341 -1.111 1.902 0.3 0.1 0.4
C -1.781 0.625 -1.643 0.2 0.2 -0.1
C 0.249 0.371 -3.047 -0.1 0.1 0.2
C -0.657 1.124 -2.130 -0.1 -0.2 0.0
H -2.167 -0.365 -1.827 -0.1 0.0 0.0
H 0.355 0.516 1.252 0.0 0.3 0.0
H 2.083 0.414 2.768 0.2 -0.2 -0.1
H 0.338 0.904 -3.992 0.1 0.0 0.0
H -2.287 2.415 -0.742 0.0 0.0 0.1
H -0.352 2.128 -1.844 0.0 0.1 -0.1
H -0.518 -0.897 1.299 -0.2 -0.1 0.0
H -2.587 1.096 0.220 -0.1 0.0 0.1
H -0.120 -0.632 -3.240 0.0 -0.1 0.0
H 1.242 0.315 -2.599 0.0 0.0 -0.1
H -3.607 1.481 -1.021 0.0 -0.1 -0.1

---

[6]
19
Properties=species:S:1:pos:R:3:forces:R:3 method="wB97M-V/def2-TZVPD" homo_ev=-9.070 e_lumo_ev=0.9 total_charge=0 e_above_lowest_ev=1.4266 multiplicity=1
S 1.689 -0.520 1.989 -0.1 0.4 -0.5
N -1.648 -0.241 -0.459 1.3 -1.2 0.3
C 0.611 0.617 -0.421 0.2 0.4 -1.9
C -0.892 0.997 -0.305 -0.4 1.6 -1.1
C -0.669 1.149 1.241 -1.0 -0.7 -0.3
C 1.158 -0.169 -1.634 1.1 1.2 -0.5
C -0.744 -1.131 0.419 -0.4 -0.7 -0.5
C 0.311 -0.057 0.890 -0.8 -0.7 1.2
H -1.403 -1.528 1.246 1.1 0.2 -0.8
H 1.851 -0.904 -1.262 0.3 -0.6 0.1
H 1.803 0.453 -2.359 -1.2 -0.5 1.2
H -1.349 1.749 -0.990 0.5 0.0 0.8
H -0.273 -1.971 -0.231 -0.7 1.3 1.4
H -1.531 -0.563 -1.439 -0.2 0.3 0.8
H 0.430 -0.666 -2.255 -0.4 -0.2 0.0
H 1.229 -1.666 2.465 -0.3 -0.3 0.1
H -0.221 2.110 1.619 -0.2 -1.2 -0.6
H -1.604 0.855 1.814 1.3 0.5 -0.4
H 1.249 1.485 -0.328 0.0 0.4 0.5

---

[7]
19
Properties=species:S:1:pos:R:3:forces:R:3 method="wB97M-V/def2-TZVPD" homo_ev=-10.953 smiles=CCC.CC e_lumo_ev=1.1 total_charge=0 e_above_lowest_ev=0.7392 multiplicity=1
C -0.063 -1.941 0.495 1.0 0.6 1.4
C 0.722 1.067 -0.583 -2.5 -0.9 0.8
C 0.836 2.353 -1.370 1.1 0.3 -0.5
C -1.438 -2.548 0.460 0.4 -0.2 -0.3
C 0.162 1.286 0.881 0.5 0.6 -1.6
H 0.685 -2.520 1.040 0.0 -0.6 -0.3
H -0.318 2.260 0.808 0.4 0.4 0.7
H -1.372 -3.521 -0.028 -0.5 0.1 -0.3
H 0.362 -1.640 -0.459 -0.2 -0.3 -0.2
H 1.680 2.969 -1.069 0.1 0.1 0.1
H -2.053 -1.827 -0.082 -0.5 -0.5 0.0
H -0.051 2.987 -1.312 -0.1 -0.3 0.3
H 0.970 2.165 -2.439 0.1 -0.2 0.1
H -0.072 -1.048 1.118 -0.1 0.0 -0.3
H -1.834 -2.727 1.460 0.0 0.2 0.0
H 1.504 0.312 -0.565 0.7 0.7 -0.2
H 0.999 1.195 1.567 -0.2 0.5 0.4
H -0.656 0.654 1.191 0.1 -0.5 -0.1
H -0.063 0.523 -1.114 -0.2 -0.2 0.0

---

[8]
60
Properties=species:S:1:pos:R:3:forces:R:3 method="wB97M-V/def2-TZVPD" homo_ev=-0.322 e_lumo_ev=4.0 total_charge=-2 e_above_lowest_ev=0.6914 multiplicity=1
Sb -2.725 1.199 -2.601 0.3 0.1 0.2
Ag 0.146 1.352 -0.708 -0.6 -0.1 -0.1
S -0.706 -2.073 -0.541 -0.2 0.1 -0.3
S -2.290 0.845 -0.266 -0.4 0.1 0.2
S -3.852 -0.615 -3.484 -0.1 0.0 0.0
S -3.789 3.191 -3.005 0.0 0.0 0.0
S -0.417 1.273 -3.217 -0.1 -0.1 -0.3
O 0.471 -1.320 -0.027 0.2 -0.3 0.3
N -0.202 1.346 2.339 0.1 -0.2 0.1
N 2.370 1.690 -1.205 0.5 0.0 0.0
N 1.165 2.989 0.880 0.1 -0.2 0.4
N -2.182 1.167 3.569 0.0 0.0 0.1
N 0.719 3.482 2.088 -0.2 0.2 -0.4
C -0.090 2.676 2.687 -0.1 0.0 0.1
C 4.361 3.015 -2.627 -0.1 0.0 0.0
C 0.968 -5.428 1.025 0.0 0.0 0.0
C 3.828 3.563 -1.476 0.1 0.2 0.0
C 0.987 -2.328 -2.678 0.0 0.0 0.0
C -2.742 4.111 5.691 0.0 0.1 0.0
C -0.757 4.431 4.380 0.1 0.1 0.0
C 0.284 -2.875 -4.910 -0.1 0.0 0.0
C 1.297 -2.565 -4.007 0.0 0.0 0.0
C -0.334 -2.421 -2.269 0.1 0.0 0.0
C 2.847 2.865 -0.780 0.0 0.1 0.1
C -1.270 -6.010 0.357 0.0 0.0 0.0
C 2.297 3.394 0.482 0.2 0.0 0.0
C -2.032 2.405 4.159 0.0 0.1 0.0
C -1.643 4.894 5.332 0.0 0.0 0.0
C -1.221 0.681 2.734 0.0 0.1 -0.2
C -0.939 3.189 3.779 0.1 -0.1 0.0
C 0.765 -4.127 0.582 0.0 -0.1 0.1
C -1.033 -2.947 -4.486 0.1 0.0 -0.1
C -0.450 -3.783 0.014 0.2 0.1 0.0
C -1.353 -2.714 -3.154 -0.1 -0.2 0.1
C -1.475 -4.711 -0.087 -0.1 0.0 -0.1
C -2.939 2.876 5.112 0.0 -0.1 0.0
C -0.047 -6.372 0.912 0.0 0.1 0.0
C 2.875 1.177 -2.329 -0.2 -0.1 0.0
C 3.884 1.782 -3.056 0.0 0.1 0.0
H -3.034 0.649 3.697 0.0 0.0 -0.1
H 0.521 -3.019 -5.958 0.0 0.0 0.0
H -3.794 2.268 5.383 0.0 0.0 0.0
H 2.322 -2.474 -4.347 0.0 0.0 0.0
H -2.426 -4.420 -0.521 0.0 0.0 0.0
H 1.740 -2.051 -1.949 0.0 0.0 0.0
H 2.870 4.115 1.069 0.1 0.0 -0.1
H -2.067 -6.739 0.279 0.0 0.0 0.0
H 1.918 -5.706 1.465 0.0 0.0 0.0
H 5.119 3.543 -3.193 0.0 0.0 0.0
H -1.350 -0.345 2.409 0.0 0.0 -0.1
H -1.829 -3.124 -5.197 0.0 0.0 0.0
H -1.496 5.865 5.786 0.0 0.0 0.0
H 4.273 1.303 -3.943 0.0 0.0 0.0
H 2.426 0.246 -2.660 0.0 0.1 0.0
H -2.388 -2.706 -2.831 0.1 0.1 0.0
H 0.091 5.025 4.063 0.0 0.0 0.0
H 4.139 4.538 -1.119 0.1 0.0 0.0
H 1.528 -3.361 0.670 0.0 0.0 0.0
H 0.111 -7.385 1.261 0.0 0.0 0.0
H -3.453 4.472 6.423 0.0 0.0 0.0

---

[9]
12
Properties=species:S:1:pos:R:3:forces:R:3 method="wB97M-V/def2-TZVPD" homo_ev=-2.854 smiles="NC(=O)CC[S-]" e_lumo_ev=4.1 total_charge=-1 e_above_lowest_ev=0.0000 multiplicity=1
S -2.219 -0.853 -0.357 0.0 -0.2 -0.2
O 2.287 0.682 -0.213 0.3 0.1 0.1
N 0.794 -0.562 -1.364 -0.4 -0.4 -0.4
C -0.018 0.753 0.465 -0.6 0.4 0.2
C -1.038 -0.320 0.908 0.1 0.8 0.2
C 1.138 0.293 -0.391 0.0 0.1 0.0
H -0.575 1.546 -0.047 0.1 -0.2 -0.3
H 1.463 -0.973 -1.989 0.3 0.2 0.1
H 0.398 1.263 1.330 0.4 -0.1 0.3
H -0.184 -0.849 -1.434 -0.2 0.0 0.1
H -1.594 0.142 1.737 0.1 -0.1 -0.1
H -0.453 -1.120 1.355 0.0 -0.5 0.0